Entry 1:
This record from OMol25 describes 2 unconnected molecules or ions with the total composition C4H11N3O2. The level of theory is the ωB97M-V functional and the def2-TZVPD basis.

Geometry as XYZ:
```
20
C4H11N3O2 the ωB97M-V functional and the def2-TZVPD basis
C 2.98630 0.16057 1.96912
C 1.87624 -0.14825 0.99036
O 1.45251 0.84330 0.34133
O 1.17497 -1.15870 1.36160
H 2.82441 -0.31566 2.93124
H 2.76743 1.17221 2.36867
H 3.99739 0.20663 1.58079
C -0.77511 1.13586 -2.13321
C -1.59841 -0.36831 -0.36524
N -0.80930 0.57065 -0.81027
N -2.53424 -1.08742 -1.10417
N -1.23578 -0.97282 0.75435
H 0.21994 0.76036 -0.28316
H -1.63681 0.80950 -2.72628
H 0.15156 0.95438 -2.65715
H -2.78655 -0.65495 -1.98042
H -3.21229 -1.61034 -0.58294
H -0.17767 -0.83916 1.15948
H -1.73649 -1.68524 1.25420
H -0.94809 2.22738 -2.06829
```

Output
Charge ... 0
Frontier orbital gap ... 9.708 eV
Electronic energy ... -12891.4534 eV
Largest force on an atom ... 4.13 eV/A
E_HOMO ... -9.08 eV
Energy above the lowest of the compared OMol25 structures with the same formula, charge and spin ... 31.7 kcal/mol



Entry 2:
This record from OMol25 describes a single C19H21NO3S molecule. The level of theory is the ωB97M-V functional and the def2-TZVPD basis.

Geometry as XYZ:
```
45
C19H21NO3S the ωB97M-V functional and the def2-TZVPD basis
C 2.81594 -4.13017 2.24834
H 2.36276 -4.33118 1.27583
H 2.16341 -4.46091 3.05167
H 3.78127 -4.63718 2.30236
O 2.98787 -2.73115 2.43121
C 3.72638 -2.10601 1.51655
O 4.25261 -2.64694 0.58095
C 3.82091 -0.62565 1.79870
H 4.58775 -0.17195 1.17054
H 4.02226 -0.44625 2.85336
S 2.23073 0.19485 1.47286
C 1.97735 -0.30303 -0.27546
C 1.39522 -1.68282 -0.41257
C 1.83220 -2.50459 -1.44461
C 1.28601 -3.76399 -1.61126
C 0.29779 -4.21456 -0.75165
C -0.14229 -3.39858 0.27695
C 0.40129 -2.13754 0.44480
H 0.06845 -1.51555 1.26343
H -0.90970 -3.74416 0.95387
H -0.12524 -5.19993 -0.87991
H 1.63728 -4.39689 -2.41216
H 2.60369 -2.15544 -2.11343
H 2.95313 -0.25474 -0.76476
C 1.04602 0.67307 -1.01118
O 1.25736 0.96378 -2.16579
N -0.00154 1.08267 -0.26216
C -1.04766 1.94591 -0.61523
C -1.22128 2.44521 -1.89882
C -2.28701 3.28769 -2.15646
C -3.19203 3.65026 -1.16968
C -3.01744 3.14591 0.12336
C -1.95074 2.30215 0.38222
H -1.81184 1.91288 1.38231
C -3.96977 3.51205 1.22043
H -3.98436 4.59105 1.36983
H -4.98274 3.20013 0.96814
H -3.68415 3.03738 2.15553
C -4.33421 4.56681 -1.48456
H -4.31781 4.85443 -2.53246
H -5.28693 4.08189 -1.27329
H -4.28140 5.46988 -0.87694
H -2.41566 3.67352 -3.15740
H -0.52947 2.17926 -2.67925
H -0.01440 0.78843 0.70580
```

Output
SMILES ... COC(=O)CS[C@H](C(=O)Nc1ccc(C)c(C)c1)c1ccccc1
Charge ... 0
Frontier orbital gap ... 8.774 eV
Electronic energy ... -38512.7991 eV
Largest force on an atom ... 0.62 eV/A
E_HOMO ... -8.24 eV
Energy above the lowest of the compared OMol25 structures with the same formula, charge and spin ... 5.1 kcal/mol



Entry 3:
This record from OMol25 describes a molecular structure, C17H11F10N3O4PdS. The level of theory is the ωB97M-V functional and the def2-TZVPD basis.

Geometry as XYZ:
```
47
C17H11F10N3O4PdS the ωB97M-V functional and the def2-TZVPD basis
Pd -0.37720 -0.29100 0.31250
C 2.79550 -1.07410 0.21720
N 1.91200 0.07620 0.12360
C 1.96160 0.70250 -1.20230
C 1.40380 -0.26770 -2.25820
N 0.12420 -0.71580 -1.78190
C -0.78890 -1.33730 -2.52980
C -0.52580 -2.12910 -3.63950
F 0.76190 -2.33290 -4.00460
C -1.51490 -2.81700 -4.34660
F -1.16650 -3.58210 -5.38910
C -2.84720 -2.75890 -3.91080
F -3.76290 -3.50990 -4.52920
C -3.19820 -1.99230 -2.83140
F -4.45110 -2.00390 -2.35070
C -2.24760 -1.05080 -2.17490
F -2.47410 0.25880 -2.70960
C 2.07020 0.98590 1.25670
C 1.43180 0.40310 2.55630
N 0.58860 -0.70900 2.20160
C -0.31860 -1.26200 3.01030
C -1.09470 -2.32550 2.46170
F -0.82700 -2.66730 1.16520
C -2.10630 -2.96840 3.13460
F -2.79780 -3.93870 2.54150
C -2.38200 -2.60960 4.45770
F -3.35020 -3.22670 5.13410
C -1.61520 -1.61620 5.06600
F -1.85360 -1.30060 6.34070
C -0.61180 -0.96230 4.36860
F 0.10220 -0.02350 5.01710
H 3.81720 -0.79820 -0.06680
H 2.44280 -1.87090 -0.43090
H 2.79800 -1.45670 1.23190
H 2.99220 1.00410 -1.44750
H 1.30010 1.57840 -1.20170
H 2.08820 -1.10500 -2.44160
H 1.28210 0.26640 -3.21000
H 1.54390 1.91130 1.00430
H 3.13330 1.20990 1.42890
H 0.86050 1.20240 3.05120
H 2.21260 0.06780 3.25350
O -2.40780 0.11300 1.31450
S -2.68710 0.54070 -0.05210
O -3.98340 1.02840 -0.31890
O -2.47360 -0.95810 -0.81480
O -1.56560 1.36500 -0.50950
```

Output
Charge ... 0
Frontier orbital gap (alpha / beta) ... 5.362 / 5.465 eV
Electronic energy ... -71950.6754 eV
Largest force on an atom ... 7.77 eV/A
E_HOMO (alpha / beta) ... -7.72 / -7.80 eV



Entry 4:
This record from OMol25 describes 17 unconnected molecules or ions with the total composition C38H117N27O17. The level of theory is the ωB97M-V functional and the def2-TZVPD basis.

Geometry as XYZ:
```
199
C38H117N27O17 the ωB97M-V functional and the def2-TZVPD basis
C 6.01878 -0.18962 -2.64155
C 5.81546 1.27631 -2.17416
C 4.28394 1.65390 -2.01610
O 4.04960 2.95832 -1.55221
C 2.74418 3.29078 -1.08332
N 6.52363 1.45317 -0.83743
H 5.52568 -0.93992 -2.02348
H 7.07843 -0.43873 -2.58500
H 5.72978 -0.26850 -3.68957
H 6.24218 2.01062 -2.85738
H 3.86452 0.91171 -1.33688
H 3.75163 1.48208 -2.95164
H 2.30357 2.52386 -0.44630
H 2.17550 3.29972 -2.01317
H 2.70060 4.23103 -0.53365
H 6.27072 0.72044 -0.18995
H 6.25562 2.24945 -0.27689
C 3.57884 8.43442 -3.22020
C 3.61412 7.08771 -4.05323
C 2.12789 6.65348 -4.13599
O 1.56723 6.56967 -2.73946
C 0.25824 5.97423 -2.76589
N 4.24936 7.20666 -5.31660
H 3.11627 8.38656 -2.23438
H 2.95146 9.11617 -3.79440
H 4.59608 8.82599 -3.21875
H 4.09341 6.33989 -3.42144
H 2.08485 5.65971 -4.58171
H 1.54235 7.24052 -4.84353
H -0.37637 5.83021 -1.89145
H 0.37084 4.93870 -3.08698
H -0.20950 6.43075 -3.63819
H 3.61745 7.42463 -6.07375
H 5.00561 7.87607 -5.30723
C -1.92737 -4.76164 -0.62647
C -1.50143 -6.16827 -0.26257
C -2.54102 -6.96846 0.46089
O -1.96539 -8.16552 0.93602
C -2.73782 -8.77866 1.93282
N -1.05283 -6.85021 -1.42646
H -1.04736 -4.12078 -0.57195
H -2.55178 -4.31000 0.14440
H -2.25268 -4.47217 -1.62571
H -0.71422 -6.23425 0.48846
H -3.46124 -7.21759 -0.06753
H -2.90301 -6.31967 1.25847
H -2.83080 -8.05873 2.74593
H -2.19753 -9.61250 2.38103
H -3.74198 -8.99500 1.56818
H -0.72509 -7.71116 -1.01239
H -0.21822 -6.35373 -1.70402
C 3.64294 1.87119 2.69786
C 3.84360 0.72221 1.80598
C 5.16648 -0.09211 2.08012
O 5.35408 -1.12738 1.00062
C 6.68773 -1.62065 0.95999
N 2.68448 -0.17487 1.95780
H 3.65982 1.49479 3.72067
H 2.67203 2.36616 2.67718
H 4.49139 2.55467 2.73101
H 3.90439 1.05497 0.76979
H 5.09073 -0.50245 3.08708
H 6.03701 0.56273 2.11850
H 6.75053 -2.61605 0.52031
H 7.16753 -1.58069 1.93789
H 7.31901 -1.01668 0.30821
H 1.91756 0.29463 1.49791
H 2.80219 -0.95642 1.32897
C 0.00593 3.08437 3.10409
C -0.99904 1.90873 3.19213
C -1.88841 1.97599 4.52527
O -1.37026 1.05399 5.52784
C -2.20071 0.92002 6.63194
N -1.79056 1.87073 1.97771
H -0.59871 3.99086 3.13209
H 0.50885 3.01973 2.13921
H 0.75491 3.22573 3.88329
H -0.65260 0.87526 3.18820
H -2.79731 1.39710 4.36130
H -2.11810 2.99460 4.83795
H -3.14106 0.45254 6.33988
H -2.39149 1.92401 7.01102
H -1.69887 0.24747 7.32761
H -2.69626 1.45542 2.14299
H -1.96563 2.83756 1.74383
C -4.52307 -4.61845 4.61111
C -4.82749 -3.14881 4.63751
C -4.47487 -2.47557 3.25566
O -3.09142 -2.67339 2.78761
C -2.13427 -1.88101 3.60856
N -6.22043 -2.90548 4.91793
H -5.19119 -5.09659 3.89480
H -4.75073 -5.02727 5.59556
H -3.49716 -4.93837 4.42878
H -4.37652 -2.69237 5.51864
H -4.80389 -1.44454 3.12597
H -5.11842 -2.89575 2.48274
H -1.10324 -2.09151 3.32437
H -2.22347 -2.02260 4.68564
H -2.28650 -0.82587 3.38142
H -6.34047 -1.92130 4.72538
H -6.76142 -3.40443 4.22621
C -4.82409 -0.78464 -4.30504
C -4.10862 0.51012 -3.80911
C -4.05655 0.61277 -2.26308
O -3.18575 -0.40053 -1.67183
C -3.35273 -0.65775 -0.28931
N -2.79894 0.53884 -4.38424
H -5.81142 -0.54973 -4.70265
H -4.78257 -1.61469 -3.59977
H -4.44971 -1.13967 -5.26520
H -4.79574 1.33476 -3.99868
H -5.07267 0.46414 -1.89770
H -3.55594 1.55995 -2.06226
H -4.40810 -0.77931 -0.04536
H -3.10228 0.23782 0.27931
H -2.74768 -1.47928 0.09422
H -2.41767 -0.39643 -4.38027
H -2.05073 1.01793 -3.90385
C -2.56488 4.64305 -0.11254
O -2.63908 4.34135 1.09120
N -2.88105 5.84542 -0.58478
N -2.32698 3.79300 -1.05264
H -2.80919 5.93461 -1.58826
H -3.32421 6.56734 -0.03474
H -2.28111 4.18254 -1.98337
H -2.18941 2.80265 -0.90983
C 0.58017 -4.23050 2.46794
O 0.58879 -3.31966 1.63241
N -0.50026 -4.84331 3.01866
N 1.69680 -4.80169 2.94633
H -1.38672 -4.61512 2.59179
H -0.38708 -5.41400 3.84425
H 1.45017 -5.70522 3.32436
H 2.52007 -4.68387 2.37323
C 3.00434 -3.46052 -0.86694
O 3.68283 -4.44174 -0.72543
N 3.35791 -2.28326 -0.45452
N 1.83468 -3.46022 -1.46469
H 2.72527 -1.53332 -0.69424
H 4.27043 -2.06062 -0.08326
H 1.42981 -4.32753 -1.78710
H 1.25608 -2.64495 -1.32091
C 5.94921 -4.86629 2.21262
O 6.72649 -5.30497 3.02956
N 5.99405 -5.17770 0.97697
N 5.00060 -4.06557 2.51229
H 6.78202 -5.76934 0.75527
H 5.30310 -4.84625 0.31907
H 4.89682 -3.65749 3.43033
H 4.38390 -3.72328 1.78937
C -0.85187 -2.17986 -3.96284
O -1.42233 -1.72280 -4.93633
N 0.33899 -2.84812 -3.95957
N -1.27209 -2.16058 -2.79739
H 0.75513 -3.00943 -4.86560
H 0.69291 -3.26201 -3.10896
H -0.74997 -2.55887 -2.03003
H -2.11477 -1.69809 -2.48741
C 0.20429 -0.18124 -0.17151
O 0.90469 -0.69773 -0.97164
N -0.11192 -0.58519 1.02552
N -0.33138 0.98376 -0.31800
H 0.16250 -1.49653 1.36352
H -0.67481 0.04424 1.57968
H -0.51967 1.18608 -1.28945
H -0.69435 1.46476 0.49255
C -5.40169 1.89459 0.86095
O -4.68101 1.56738 1.79072
N -6.39366 1.12599 0.55963
N -5.36579 2.99594 0.15449
H -7.00280 1.42064 -0.19018
H -6.33600 0.20211 0.96362
H -4.59413 3.64411 0.22174
H -5.81594 2.96418 -0.74909
C -2.92024 4.78580 -4.70942
O -2.64503 5.03640 -3.56653
N -3.15710 3.56782 -5.15065
N -3.16558 5.76008 -5.54956
H -2.96644 2.77016 -4.56116
H -3.12076 3.33077 -6.13176
H -3.40345 5.59471 -6.51712
H -3.28787 6.67782 -5.14596
C 2.01799 -0.45993 5.61218
O 1.72266 -0.79453 6.75722
N 2.93491 -1.07869 4.86639
N 1.37458 0.32556 4.81456
H 2.98977 -0.95267 3.86579
H 3.57875 -1.82616 5.08284
H 1.67143 0.41077 3.85294
H 0.49014 0.71787 5.10433
C 0.24336 2.15288 -4.13793
O -0.27992 2.14100 -3.04527
N 0.08828 3.03153 -5.03812
N 0.90663 1.09783 -4.51994
H 0.61569 2.66771 -5.81888
H -0.50879 3.83847 -4.92653
H 1.10614 0.38849 -3.82919
H 0.78844 0.84896 -5.49163
```

Output
Charge ... 0
Frontier orbital gap ... 8.668 eV
Electronic energy ... -116345.7319 eV
Largest force on an atom ... 8.61 eV/A
E_HOMO ... -8.84 eV
Energy above the lowest of the compared OMol25 structures with the same formula, charge and spin ... 148.8 kcal/mol